*i*
C5H11N | ωB97M-V/def2-TZVPD

- Expectation value of S²: 0.750
- Charge: -1
- Spin multiplicity: 2
- Orbital gap (spin up / spin down): 2.72 / 7.93 eV

Each line ends with the Mulliken charge.
Cartesian coordinates (Å):
C (1.092, 0.692, 2.160)  -1.520
C (0.784, -0.149, 0.866)  -0.553
C (-0.341, 0.278, -0.098)  0.407
C (-1.139, 1.356, 0.138)  -1.732
C (-0.107, -1.644, -1.765)  -3.032
N (-0.518, -0.293, -1.364)  0.436
H (1.608, 1.613, 1.928)  0.402
H (0.370, 0.881, 2.867)  0.530
H (1.764, -0.046, 2.712)  0.511
H (0.868, -1.292, 1.030)  0.509
H (1.745, 0.063, 0.170)  -0.054
H (-1.770, 1.848, -0.654)  0.375
H (-1.136, 1.818, 1.034)  0.445
H (0.885, -1.539, -2.417)  0.512
H (-0.968, -2.016, -2.465)  0.662
H (0.065, -2.444, -0.899)  0.602
H (-1.539, -0.040, -1.559)  0.500

---

*ii*
C5H11N | ωB97M-V/def2-TZVPD

- Expectation value of S²: 0.750
- Charge: -1
- Spin multiplicity: 2
- Orbital gap (spin up / spin down): 2.68 / 7.48 eV

Each line ends with the Mulliken charge.
Cartesian coordinates (Å):
C (0.199, -1.054, -2.447)  -3.969
N (0.450, -0.084, -1.377)  0.783
C (0.045, 0.040, -0.072)  1.323
C (0.659, 0.911, 0.757)  -1.760
C (0.489, 1.091, 2.232)  -1.045
C (-1.242, -0.601, 0.420)  -1.680
H (-0.843, -0.972, -2.784)  0.832
H (1.119, -1.075, -3.013)  1.339
H (0.033, -2.018, -1.939)  0.324
H (0.956, 0.751, -1.613)  0.467
H (1.517, 1.474, 0.374)  0.044
H (0.442, 2.171, 2.470)  0.319
H (-0.421, 0.664, 2.643)  0.399
H (1.340, 0.793, 2.869)  0.291
H (-1.530, -1.434, -0.242)  0.998
H (-1.995, 0.172, 0.240)  0.087
H (-1.218, -0.828, 1.482)  0.249

---

*iii*
C5H11N | ωB97M-V/def2-TZVPD

- Expectation value of S²: 0.750
- Charge: -1
- Spin multiplicity: 2
- Orbital gap (spin up / spin down): 2.34 / 8.63 eV

Each line ends with the Mulliken charge.
Cartesian coordinates (Å):
C (-2.052, 1.880, -0.717)  -3.027
N (-0.697, 1.448, -0.948)  -0.003
C (-0.319, 0.390, 0.177)  -1.047
C (1.095, -0.163, 0.114)  0.074
C (1.066, -1.686, 0.197)  -0.711
C (1.788, -2.267, 1.183)  -1.045
H (-2.790, 1.032, -0.611)  0.425
H (-2.155, 2.592, 0.279)  0.529
H (-2.269, 2.471, -1.695)  1.114
H (-0.523, 1.081, -1.905)  0.596
H (-0.340, 0.994, 1.080)  0.370
H (-1.042, -0.388, 0.221)  0.359
H (1.618, -0.066, -0.872)  0.008
H (1.798, 0.164, 0.822)  0.271
H (0.561, -2.567, -0.321)  0.280
H (2.242, -1.658, 1.920)  0.404
H (2.019, -3.256, 1.076)  0.404

---

Q: Which of them is the least stable? A: *iii*.

---

*i*
CH4NO2Si | ωB97M-V/def2-TZVPD

- Charge: -1
- Orbital gap: 7.09 eV

Each line ends with the Mulliken charge.
Cartesian coordinates (Å):
C (-1.593, 0.965, -0.409)  0.154
N (0.944, -0.669, 1.050)  -0.499
O (-2.046, 0.563, 0.660)  -0.536
O (-1.992, 1.606, -1.345)  -0.467
Si (0.704, 0.107, -0.458)  0.237
H (1.491, -1.526, 1.147)  0.205
H (0.106, -0.761, 1.495)  0.243
H (0.355, -0.970, -1.344)  -0.148
H (2.031, 0.684, -0.796)  -0.189

---

*ii*
CH4NO2Si | ωB97M-V/def2-TZVPD

- Charge: -1
- Orbital gap: 7.83 eV

Each line ends with the Mulliken charge.
Cartesian coordinates (Å):
C (-0.324, -0.774, 0.000)  -0.380
N (-1.409, -0.059, -0.025)  0.779
O (-2.584, -0.477, -0.104)  -0.744
O (-1.149, 1.208, 0.059)  -0.691
Si (1.114, 0.368, 0.047)  0.473
H (-0.510, -2.154, -0.168)  0.189
H (1.252, 1.132, 1.296)  -0.174
H (1.273, 1.252, -1.114)  -0.177
H (2.338, -0.496, 0.008)  -0.274

---

Q: Which of them is the least stable? A: *ii*.

---

*i*
C7H16O | ωB97M-V/def2-TZVPD

- Orbital gap: 9.57 eV

Each line ends with the Mulliken charge.
Cartesian coordinates (Å):
C (1.899, 1.018, -0.570)  -1.516
C (2.483, -1.229, 0.280)  -1.241
C (-2.740, -0.381, 0.695)  -1.580
C (-1.474, 1.378, -0.653)  -1.738
C (-0.164, -0.025, 0.889)  -1.751
C (1.458, -0.370, -0.380)  0.344
C (-1.343, -0.051, -0.030)  1.897
O (-1.076, -0.945, -1.087)  -0.652
H (2.309, 1.306, 0.304)  0.465
H (2.526, 1.293, -1.412)  0.322
H (1.079, 1.699, -0.692)  0.344
H (3.178, -1.833, -0.449)  0.285
H (2.123, -2.074, 1.002)  0.286
H (3.030, -0.631, 0.946)  0.333
H (-2.559, -1.309, 1.236)  0.423
H (-3.457, -0.553, -0.055)  0.417
H (-3.008, 0.384, 1.469)  0.312
H (-1.175, 2.007, 0.193)  0.380
H (-2.326, 1.578, -1.264)  0.405
H (-0.761, 1.441, -1.440)  0.390
H (0.143, 0.806, 1.395)  0.531
H (-0.147, -0.816, 1.579)  0.396
H (0.964, -0.830, -1.163)  0.592
H (-0.962, -1.865, -0.794)  0.356

---

*ii*
C7H16O | ωB97M-V/def2-TZVPD

- SMILES: CC[C@H](C)[C@H](C)CO
- Orbital gap: 10.00 eV

Each line ends with the Mulliken charge.
Cartesian coordinates (Å):
C (-0.640, -0.427, 2.592)  -1.329
C (-1.197, 0.293, 1.380)  -0.609
C (-0.135, 0.713, 0.026)  0.626
C (-1.016, 1.490, -0.935)  -1.950
C (0.481, -0.568, -0.380)  0.548
C (1.771, -0.905, 0.344)  -1.608
C (0.885, -0.424, -2.091)  -0.832
O (-0.176, -0.749, -2.945)  -0.548
H (-0.373, -1.456, 2.353)  0.302
H (-1.382, -0.470, 3.393)  0.398
H (0.239, 0.084, 2.984)  0.300
H (-1.579, 1.271, 1.679)  0.378
H (-2.019, -0.274, 0.939)  0.364
H (0.620, 1.378, 0.453)  0.219
H (-0.442, 1.921, -1.754)  0.440
H (-1.823, 0.868, -1.320)  0.337
H (-1.477, 2.327, -0.409)  0.474
H (-0.229, -1.396, -0.363)  0.261
H (2.223, -1.803, -0.076)  0.410
H (2.491, -0.093, 0.250)  0.357
H (1.608, -1.104, 1.399)  0.384
H (1.641, -1.193, -2.252)  0.406
H (1.342, 0.545, -2.323)  0.333
H (-0.813, -0.028, -2.944)  0.340

---

Q: Which of them is the least stable? A: *i*.

---

*i*
C7H16O | ωB97M-V/def2-TZVPD

- SMILES: C=CCCCCC.O
- Orbital gap: 10.46 eV

Each line ends with the Mulliken charge.
Cartesian coordinates (Å):
C (-1.214, 1.991, -2.732)  -0.746
C (-0.705, 2.042, -1.504)  -0.137
C (-1.527, 1.413, -0.389)  -1.015
C (-1.205, -0.076, -0.110)  -0.533
C (-0.013, -0.377, 0.774)  -0.437
C (-0.262, -1.392, 1.867)  -0.658
C (0.349, -2.812, 1.722)  -1.138
H (-2.112, 1.433, -2.939)  0.239
H (-0.795, 2.410, -3.651)  0.272
H (0.099, 2.680, -1.227)  0.386
H (-2.617, 1.500, -0.517)  0.370
H (-1.333, 1.994, 0.558)  0.406
H (-1.189, -0.483, -1.107)  0.349
H (-2.104, -0.572, 0.316)  0.392
H (0.864, -0.737, 0.182)  0.247
H (0.285, 0.607, 1.171)  0.354
H (0.331, -1.021, 2.802)  0.220
H (-1.287, -1.450, 2.201)  0.474
H (-0.126, -3.406, 2.506)  0.341
H (0.067, -3.241, 0.732)  0.295
H (1.436, -2.725, 1.782)  0.321
O (4.452, 0.471, -1.025)  -0.640
H (4.927, 0.737, -0.236)  0.320
H (3.679, 1.017, -1.174)  0.318

---

*ii*
C7H16O | ωB97M-V/def2-TZVPD

- SMILES: C[C@@H](CO)C(C)(C)C
- Orbital gap: 10.27 eV

Each line ends with the Mulliken charge.
Cartesian coordinates (Å):
C (1.857, -0.940, 0.003)  -1.613
C (0.434, -0.752, -0.498)  0.730
C (-0.556, -1.695, 0.064)  -0.707
O (-0.120, -3.052, -0.640)  -0.591
C (-0.332, 0.767, 0.010)  1.707
C (0.757, 1.849, -0.038)  -1.949
C (-1.400, 1.111, -1.038)  -1.690
C (-0.965, 0.796, 1.407)  -1.789
H (2.289, -1.843, -0.437)  0.469
H (1.897, -1.038, 1.091)  0.290
H (2.502, -0.111, -0.296)  0.409
H (0.421, -0.739, -1.590)  0.213
H (-1.579, -1.571, -0.280)  0.312
H (-0.469, -1.869, 1.137)  0.296
H (0.620, -3.427, -0.140)  0.289
H (0.324, 2.845, 0.117)  0.469
H (1.504, 1.710, 0.750)  0.404
H (1.272, 1.864, -1.003)  0.367
H (-1.839, 2.098, -0.843)  0.439
H (-2.225, 0.394, -1.041)  0.318
H (-0.974, 1.143, -2.046)  0.415
H (-0.253, 0.492, 2.180)  0.358
H (-1.311, 1.808, 1.655)  0.470
H (-1.855, 0.164, 1.477)  0.384

---

Q: Which of them is the least stable? A: *i*.

---

*i*
C7H16O | ωB97M-V/def2-TZVPD

- SMILES: C/C=C/CCCC.O
- Orbital gap: 10.09 eV

Each line ends with the Mulliken charge.
Cartesian coordinates (Å):
C (-0.785, 3.402, -0.167)  -1.151
C (-0.838, 2.133, 0.636)  -0.099
C (0.116, 1.229, 0.766)  -0.127
C (-0.026, -0.032, 1.590)  -0.855
C (-0.160, -1.300, 0.751)  -0.591
C (0.908, -1.487, -0.323)  -0.277
C (2.323, -1.542, 0.246)  -1.203
H (-1.520, 3.332, -0.978)  0.276
H (0.209, 3.519, -0.602)  0.312
H (-1.024, 4.275, 0.440)  0.318
H (-1.760, 1.944, 1.186)  0.296
H (1.068, 1.344, 0.259)  0.236
H (-0.882, 0.096, 2.245)  0.390
H (0.861, -0.084, 2.234)  0.333
H (-0.215, -2.164, 1.414)  0.357
H (-1.141, -1.252, 0.278)  0.221
H (0.857, -0.699, -1.070)  0.307
H (0.693, -2.427, -0.825)  0.318
H (2.401, -2.275, 1.060)  0.300
H (3.044, -1.813, -0.526)  0.369
H (2.617, -0.592, 0.698)  0.276
O (-2.533, -2.130, -3.133)  -0.640
H (-2.475, -1.388, -2.510)  0.321
H (-1.738, -2.088, -3.668)  0.315

---

*ii*
C7H16O | ωB97M-V/def2-TZVPD

- Orbital gap: 7.10 eV

Each line ends with the Mulliken charge.
Cartesian coordinates (Å):
C (-0.733, -0.739, 0.837)  -0.270
C (0.001, 0.098, 0.060)  0.083
C (-2.216, 0.404, -0.828)  -0.790
C (1.701, -0.992, 1.372)  -0.790
C (0.345, 1.522, 0.350)  -1.323
C (-1.874, 0.492, -2.290)  -0.861
C (2.751, -1.155, 0.309)  -0.861
O (-1.296, -0.465, 2.011)  -0.506
H (-1.115, 0.450, 2.269)  0.336
H (-0.919, -1.754, 0.523)  0.469
H (0.369, -0.325, -0.862)  0.372
H (-2.920, -0.384, -0.569)  0.414
H (-2.468, 1.343, -0.340)  0.320
H (1.382, -1.917, 1.848)  0.414
H (1.881, -0.206, 2.104)  0.320
H (-0.061, 1.879, 1.299)  0.302
H (-0.043, 2.170, -0.437)  0.355
H (1.429, 1.646, 0.390)  0.355
H (-1.109, 1.252, -2.486)  0.246
H (-2.736, 0.749, -2.925)  0.337
H (-1.487, -0.460, -2.670)  0.248
H (2.427, -1.854, -0.471)  0.248
H (2.983, -0.206, -0.186)  0.245
H (3.705, -1.546, 0.694)  0.337

---

Q: Which of them is the least stable? A: *ii*.